Density functional theory data (wB97M-V/def2-TZVPD) for a 9-piece molecular cluster, C47H75BrF3N3O11S overall at a distorted geometry.

Last columns: bonded neighbours and bond lengths (Å).
Geometry (Å):
1 C -3.63336 5.41845 -1.06109  C2 1.210, H35 1.084
2 C -3.91213 4.44931 -1.72941  C1 1.210, C3 1.509
3 C -4.51866 3.31730 -2.52087  C2 1.509, C4 1.554, H36 1.105, H37 1.111
4 C -3.44290 2.44330 -3.22321  C3 1.554, C5 1.564, H38 1.114, H39 1.104
5 C -2.52550 1.69177 -2.20364  C4 1.564, C6 1.537, H40 1.109, H41 1.109
6 C -1.32108 2.54246 -1.77076  C5 1.537, N7 1.312, C29 1.465
7 N -0.97411 3.55964 -2.52273  C6 1.312, C8 1.368
8 C 0.10536 4.26480 -2.06441  N7 1.368, C9 1.451, C27 1.411
9 C 0.54092 5.39524 -2.86345  C8 1.451, C10 1.533, C16 1.388
10 C -0.11645 5.81724 -4.18245  C9 1.533, O11 1.447, H42 1.102, H43 1.111
11 O -1.55506 5.66758 -4.22964  C10 1.447, C12 1.343
12 C -2.20212 6.84073 -4.13916  O11 1.343, F13 1.353, F14 1.350, F15 1.354
13 F -3.51917 6.55327 -4.02240  C12 1.353
14 F -2.08198 7.61308 -5.23995  C12 1.350
15 F -1.86384 7.52838 -3.02341  C12 1.354
16 C 1.64243 6.12662 -2.44205  C9 1.388, Br17 1.944, C18 1.458
17 Br 2.32512 7.64668 -3.44273  C16 1.944
18 C 2.38246 5.79314 -1.23127  C16 1.458, C19 1.528, C25 1.388
19 C 3.62322 6.54462 -0.75109  C18 1.528, C20 1.572, H44 1.126, H45 1.101
20 C 3.40482 7.34640 0.58274  C19 1.572, O21 1.456, H46 1.108, H47 1.108
21 O 4.56046 7.04403 1.41545  C20 1.456, C22 1.382
22 C 4.25774 7.16466 2.75877  O21 1.382, C23 1.538, O24 1.202
23 C 4.03339 8.51543 3.45945  C22 1.538, H48 1.106, H49 1.103, H50 1.107
24 O 4.19259 6.16424 3.42127  C22 1.202
25 C 1.93475 4.70238 -0.49967  C18 1.388, S26 1.805, C27 1.462
26 S 2.84378 4.24650 0.99158  C25 1.805, H51 1.360
27 C 0.76800 3.90436 -0.87167  C8 1.411, C25 1.462, N28 1.370
28 N 0.42167 2.87840 -0.03279  C27 1.370, C29 1.319
29 C -0.61799 2.23103 -0.52348  C6 1.465, N28 1.319, C30 1.547
30 C -1.10556 1.01115 0.29250  C29 1.547, C31 1.564, H52 1.110, H53 1.100
31 C -0.48793 -0.26816 -0.36055  C30 1.564, C32 1.574, H54 1.104, H55 1.109
32 C -0.98767 -1.57325 0.36289  C31 1.574, C33 1.573, H56 1.110, H57 1.104
33 C -2.53030 -1.71024 0.08600  C32 1.573, N34 1.483, H58 1.115, H59 1.109
34 N -3.36568 -1.21502 1.20644  C33 1.483, H60 1.015, H61 1.014
35 H -3.53833 6.31090 -0.45379  C1 1.084
36 H -5.18587 2.74609 -1.84996  C3 1.105
37 H -5.16922 3.73779 -3.31660  C3 1.111
38 H -3.98432 1.66161 -3.80289  C4 1.114
39 H -2.84617 3.00517 -3.96281  C4 1.104
40 H -2.12600 0.75683 -2.64580  C5 1.109
41 H -3.19191 1.42378 -1.35907  C5 1.109
42 H 0.12424 6.84786 -4.48902  C10 1.102
43 H 0.28809 5.16214 -4.98405  C10 1.111
44 H 4.41291 5.76756 -0.55158  C19 1.126
45 H 4.05287 7.23781 -1.49067  C19 1.101
46 H 2.47045 6.97073 1.04534  C20 1.108
47 H 3.38483 8.44159 0.41763  C20 1.108
48 H 4.51393 9.37146 2.95057  C23 1.106
49 H 2.96511 8.73162 3.62991  C23 1.103
50 H 4.50882 8.43840 4.45659  C23 1.107
51 H 2.66408 2.90439 1.11726  S26 1.360
52 H -0.70369 1.08968 1.32463  C30 1.110
53 H -2.20124 0.98634 0.39136  C30 1.100
54 H -0.71147 -0.30707 -1.44144  C31 1.104
55 H 0.60763 -0.22297 -0.19442  C31 1.109
56 H -0.44397 -2.41584 -0.11347  C32 1.110
57 H -0.75011 -1.56106 1.44122  C32 1.104
58 H -2.74548 -1.11298 -0.83014  C33 1.115
59 H -2.74641 -2.76574 -0.17816  C33 1.109
60 H -2.73524 -0.96979 1.96343  N34 1.015
61 H -3.85085 -0.38810 0.87615  N34 1.014
62 C -5.94475 10.80335 -0.32912  C63 1.509, H66 1.089, H67 1.091, H68 1.091
63 C -5.18752 9.50540 -0.46447  C62 1.509, C64 1.507, O65 1.211
64 C -4.73610 9.10904 -1.84610  C63 1.507, H69 1.092, H70 1.091, H71 1.088
65 O -4.95155 8.81006 0.49795  C63 1.211
66 H -6.20595 10.96153 0.71630  C62 1.089
67 H -5.32239 11.63446 -0.66526  C62 1.091
68 H -6.86258 10.76217 -0.91810  C62 1.091
69 H -4.05964 9.86541 -2.24855  C64 1.092
70 H -5.60019 8.99198 -2.50253  C64 1.091
71 H -4.20676 8.16017 -1.79315  C64 1.088
72 C 8.56116 3.99446 -1.20111  C73 1.508, H76 1.089, H77 1.092, H78 1.091
73 C 7.52384 5.04083 -1.52377  C72 1.508, C74 1.509, O75 1.209
74 C 8.02158 6.41952 -1.88104  C73 1.509, H79 1.091, H80 1.091, H81 1.089
75 O 6.34255 4.78558 -1.49721  C73 1.209
76 H 8.06382 3.05539 -0.96333  C72 1.089
77 H 9.21364 3.83844 -2.06213  C72 1.092
78 H 9.15059 4.30812 -0.33785  C72 1.091
79 H 8.65032 6.36974 -2.77184  C74 1.091
80 H 8.58747 6.83892 -1.04742  C74 1.091
81 H 7.17101 7.06748 -2.08832  C74 1.089
82 C -0.55040 -4.97952 4.30604  C83 1.508, H86 1.090, H87 1.092, H88 1.091
83 C -1.10247 -4.45340 3.00466  C82 1.508, C84 1.503, O85 1.213
84 C -1.28327 -5.44072 1.88626  C83 1.503, H89 1.086, H90 1.088, H91 1.090
85 O -1.38759 -3.28210 2.87041  C83 1.213
86 H -0.47181 -4.16198 5.02193  C82 1.090
87 H -1.21903 -5.74030 4.71304  C82 1.092
88 H 0.44319 -5.40080 4.14553  C82 1.091
89 H -1.98096 -6.21695 2.18619  C84 1.086
90 H -0.32375 -5.88024 1.62145  C84 1.088
91 H -1.68507 -4.92640 1.01387  C84 1.090
92 C -2.94740 -9.35879 -0.36693  C93 1.506, H96 1.087, H97 1.092, H98 1.090
93 C -1.97217 -9.14570 0.76047  C92 1.506, C94 1.509, O95 1.211
94 C -0.84193 -10.13668 0.89423  C93 1.509, H99 1.091, H100 1.091, H101 1.089
95 O -2.08836 -8.21708 1.52958  C93 1.211
96 H -3.70290 -8.57754 -0.34310  C92 1.087
97 H -2.42419 -9.31277 -1.32461  C92 1.092
98 H -3.44075 -10.32415 -0.25518  C92 1.090
99 H -0.22809 -10.12542 -0.00818  C94 1.091
100 H -1.24251 -11.13799 1.06091  C94 1.091
101 H -0.21940 -9.86206 1.74504  C94 1.089
102 C -7.90443 -10.08056 1.13613  C103 1.508, H106 1.089, H107 1.091, H108 1.091
103 C -7.00670 -9.43112 0.11311  C102 1.508, C104 1.508, O105 1.210
104 C -7.50863 -8.17019 -0.54401  C103 1.508, H109 1.091, H110 1.091, H111 1.089
105 O -5.92781 -9.90201 -0.16861  C103 1.210
106 H -7.41971 -10.97441 1.52594  C102 1.089
107 H -8.08709 -9.39150 1.96241  C102 1.091
108 H -8.85017 -10.36740 0.67315  C102 1.091
109 H -7.67393 -7.39796 0.20911  C104 1.091
110 H -8.43714 -8.37370 -1.08024  C104 1.091
111 H -6.76486 -7.81265 -1.25459  C104 1.089
112 C 1.99616 -6.09066 -1.21386  C113 1.506, H116 1.091, H117 1.090, H118 1.092
113 C 2.14074 -5.05839 -0.12718  C112 1.506, C114 1.508, O115 1.212
114 C 3.54183 -4.69950 0.29915  C113 1.508, H119 1.091, H120 1.092, H121 1.090
115 O 1.17378 -4.53644 0.38421  C113 1.212
116 H 0.93709 -6.25140 -1.41889  C112 1.091
117 H 2.48210 -5.74063 -2.12469  C112 1.090
118 H 2.43903 -7.03547 -0.89156  C112 1.092
119 H 4.09417 -4.29172 -0.54878  C114 1.091
120 H 4.05151 -5.58371 0.68669  C114 1.092
121 H 3.49802 -3.94696 1.08589  C114 1.090
122 C 5.11433 -7.26075 -4.54271  C123 1.507, H126 1.089, H127 1.091, H128 1.091
123 C 5.25420 -6.22851 -3.45326  C122 1.507, C124 1.507, O125 1.212
124 C 6.65184 -5.86321 -3.02302  C123 1.507, H129 1.091, H130 1.091, H131 1.089
125 O 4.28288 -5.71345 -2.94427  C123 1.212
126 H 4.05812 -7.42539 -4.75082  C122 1.089
127 H 5.60093 -6.90883 -5.45382  C122 1.091
128 H 5.56019 -8.20368 -4.22166  C122 1.091
129 H 7.20540 -5.45018 -3.86781  C124 1.091
130 H 7.16498 -6.74505 -2.63565  C124 1.091
131 H 6.60288 -5.11233 -2.23565  C124 1.089
132 C 0.90331 -1.42928 7.41146  C133 1.508, H136 1.089, H137 1.091, H138 1.092
133 C 1.23863 -2.85782 7.76079  C132 1.508, C134 1.509, O135 1.209
134 C 0.67731 -3.40289 9.05117  C133 1.509, H139 1.091, H140 1.091, H141 1.089
135 O 1.92806 -3.53801 7.03665  C133 1.209
136 H 1.37005 -1.17113 6.46219  C132 1.089
137 H -0.17755 -1.31319 7.31400  C132 1.091
138 H 1.28286 -0.75778 8.18375  C132 1.092
139 H -0.41337 -3.37282 9.02522  C134 1.091
140 H 1.04694 -2.81773 9.89503  C134 1.091
141 H 0.99644 -4.43675 9.17505  C134 1.089

The HOMO energy comes out at -8.0 eV. The gap between HOMO and LUMO is 8.06 eV. Its multiplicity is 1. Its structure (SMILES) is C#CCCCc1nc2c(COC(F)(F)F)c(Br)c(CCOC(C)=O)c(S)c2nc1CCCCN.CC(C)=O.CC(C)=O.CC(C)=O.CC(C)=O.CC(C)=O.CC(C)=O.CC(C)=O.CC(C)=O. The calculation puts the total energy at -165975.820 eV. The lowest unoccupied orbital energy comes out at 0.11 eV.